(1)
Density functional theory data (ωB97M-V with the def2-TZVPD basis set) for 2 unconnected molecules or ions with the total composition C6H13O2S at a distorted geometry.

Charge = -1
Molar mass = 149.2 g mol⁻¹
Lowest unoccupied orbital energy = 0.114 Ha
F_max = 4.40 eV Å⁻¹
Kohn-Sham gap = 7.00 eV

Last column: Mulliken charge in e.
Element x y z (Å)
C 0.73979 -0.72698 1.45749  0.34
C 1.47563 -0.25948 2.65425  -1.42
C 1.22387 -2.01651 0.66352  0.68
O 2.41528 -2.20447 0.68959  -0.72
O 0.21640 -2.63572 0.22091  -0.74
H -0.38103 -1.05250 1.74672  0.12
H 0.39543 0.12014 0.81949  -0.31
H 2.55379 -0.11232 2.41973  0.26
H 1.24596 -0.75862 3.52779  0.39
H 1.00512 0.69965 2.88250  0.36
C -0.03548 0.68095 -1.39330  -0.20
C 0.55778 1.60382 -2.57217  -1.01
C -2.92763 0.08640 -0.37244  -0.60
S -1.79210 1.41763 -0.89227  -0.18
H -0.09901 -0.43374 -1.67290  0.41
H 0.52842 0.86219 -0.54449  0.16
H 0.82703 1.02839 -3.59333  0.21
H 1.53023 1.94846 -2.14461  0.29
H -3.46880 0.04827 0.62944  0.26
H -3.78971 0.01127 -1.08224  0.29
H -2.21005 -0.77497 -0.48232  0.12
H -0.01091 2.46814 -2.96134  0.29

Atoms 1-6, force components in eV/Å:
-4.226 -1.140 -0.487
0.652 2.409 -1.468
-3.436 1.980 1.216
2.498 -1.110 -0.596
0.972 -0.546 -0.792
2.294 0.517 -0.045

***

(2)
Density functional theory data (ωB97M-V with the def2-TZVPD basis set) for a molecular structure, C6H13O5Y at a distorted geometry.

Charge = +1
Molar mass = 254.1 g mol⁻¹
Lowest unoccupied orbital energy (spin up / spin down) = -0.191 / -0.193 Ha
Spin multiplicity = 2
F_max = 3.71 eV Å⁻¹
Kohn-Sham gap (spin up / spin down) = 6.31 / 7.69 eV

Last column: Mulliken charge in e.
Element x y z (Å)
O 2.08674 -3.73990 7.33977  -0.67
C 1.07161 -2.86506 7.25292  -0.28
C 1.13828 -1.59403 8.04156  -0.18
O 2.04615 -1.79722 9.14542  -0.42
C 2.71876 -0.66227 9.69122  -0.40
C 3.97316 -1.19659 10.38425  -0.37
O 4.68210 -2.06328 9.55775  -0.71
Y 3.64277 -3.20659 8.37375  1.69
H 0.09708 -3.37201 7.28713  0.33
H 0.14983 -1.27885 8.40688  0.34
H 1.55039 -0.75896 7.44042  0.19
H 2.05669 -0.12334 10.38574  0.34
H 2.99773 0.01564 8.86590  0.35
H 3.66064 -1.69647 11.32436  0.30
H 4.57821 -0.31946 10.68441  0.37
H 1.85731 -2.60810 5.18711  -0.12
O 3.54736 -1.98045 3.98404  -0.49
C 1.14218 -0.30366 4.06885  -0.45
O 1.36330 -1.50768 3.36362  -0.32
C 2.21609 -2.40185 3.99945  0.34
H 0.34946 0.24304 3.54748  0.28
H 0.81800 -0.52016 5.10162  0.09
H 2.05119 0.31768 4.11766  0.25
H 2.16330 -3.33499 3.42661  0.26
H 3.73282 -1.44043 4.75835  0.30

Atoms 1-6, force components in eV/Å:
-1.912 0.552 -1.422
-2.261 -1.215 0.820
-0.092 0.773 -0.758
0.352 -0.853 -0.007
0.407 0.946 0.317
-0.202 1.251 1.342